# C32H51BeN4O2P2

A structure of composition C32H51BeN4O2P2 at a distorted geometry (ωB97M-V/def2-TZVPD, OMol25).

ORCA input file:
```
! wB97M-V def2-TZVPD RIJCOSX def2/J DEFGRID3
* xyz 1 1
C 0.97 1.51 -2.19
C -1.31 0.86 -1.95
C 0.71 2.20 -3.36
C -1.62 1.66 -3.08
C -0.63 2.34 -3.76
H 1.55 2.62 -3.92
H -2.65 1.63 -3.45
H -0.86 2.92 -4.65
N -0.04 1.03 -1.41
P 2.49 1.14 0.08
P -2.71 -0.96 -0.08
C 2.39 1.12 -1.76
H 2.67 0.10 -2.10
H 3.13 1.79 -2.21
C 0.66 0.25 1.99
O 0.47 -0.50 2.87
C -2.19 -0.24 -1.61
H -2.99 -0.36 -2.37
C -3.79 -2.51 -0.39
C -3.41 0.34 1.17
C 3.83 -0.10 0.54
C 2.93 2.97 0.37
C -3.09 -3.67 0.37
H -3.02 -3.45 1.45
H -3.67 -4.60 0.26
H -2.08 -3.86 -0.02
C -5.24 -2.38 0.11
H -5.32 -2.18 1.18
H -5.79 -1.62 -0.46
H -5.75 -3.34 -0.07
C -3.85 -2.80 -1.90
H -4.23 -3.82 -2.05
H -4.55 -2.11 -2.41
H -2.87 -2.74 -2.39
C -3.64 -0.37 2.52
H -2.68 -0.70 2.96
H -4.10 0.34 3.22
H -4.29 -1.25 2.44
C -2.38 1.47 1.37
H -1.41 1.09 1.72
H -2.22 2.06 0.45
H -2.75 2.16 2.16
C -4.70 0.94 0.61
H -5.54 0.23 0.63
H -4.97 1.81 1.24
H -4.56 1.31 -0.42
C 3.59 3.14 1.74
H 3.72 4.22 1.93
H 2.97 2.73 2.55
H 4.59 2.69 1.77
C 1.60 3.73 0.31
H 1.10 3.62 -0.67
H 0.91 3.40 1.10
H 1.79 4.80 0.46
C 3.89 3.56 -0.68
H 4.21 4.55 -0.33
H 4.80 2.95 -0.80
H 3.42 3.71 -1.66
C 3.43 -1.48 -0.04
H 3.56 -1.50 -1.13
H 4.09 -2.24 0.40
H 2.39 -1.76 0.19
C 3.90 -0.19 2.08
H 2.91 -0.32 2.53
H 4.53 -1.06 2.34
H 4.37 0.70 2.52
C 5.19 0.30 -0.03
H 5.17 0.38 -1.12
H 5.57 1.23 0.40
H 5.91 -0.50 0.24
Be 0.42 0.29 0.04
N 0.04 -1.29 -0.13
C -0.70 -1.81 -0.97
C -0.43 -2.95 -1.89
C 0.23 -4.04 -1.30
C -0.55 -2.90 -3.29
C 0.69 -5.11 -2.08
H 0.41 -4.02 -0.22
C -0.12 -3.99 -4.06
H -0.96 -1.99 -3.76
C 0.51 -5.08 -3.47
H 1.19 -5.95 -1.59
H -0.26 -3.97 -5.15
H 0.89 -5.91 -4.07
N 0.20 1.41 4.94
C 0.55 2.35 4.04
N 0.81 3.60 4.50
O 0.66 2.10 2.80
H 0.08 1.67 5.92
H 0.15 0.44 4.66
H 1.08 4.31 3.84
H 0.62 3.85 5.46
*
```

As for the LUMO energy: -0.1084 Eh.

# C3H6N4O

A structure of composition C3H6N4O at a distorted geometry (ωB97M-V/def2-TZVPD, OMol25).

ORCA input file:
```
! wB97M-V def2-TZVPD RIJCOSX def2/J DEFGRID3
* xyz 0 1
C -1.65 -0.07 -0.46
C 1.48 -0.84 0.43
C 0.87 1.33 0.22
H -3.59 0.17 -0.92
H -1.02 0.32 -1.35
H -1.24 0.36 1.59
H 1.11 -1.90 0.88
H 2.90 -1.92 -0.69
H 0.01 2.14 0.09
N -2.95 0.04 -0.22
N -0.89 -0.41 0.63
N 0.51 0.14 0.58
N 2.53 -0.88 -0.63
O 1.93 1.52 -0.16
*
```

As for the LUMO energy: -0.0073 Eh.

HOMO-LUMO gap values, unit eV, following the record order: 5.472; 9.258.
Energy values, unit Eh, following the record order: -2316.66800; -411.95936.
Energy above the lowest of the compared OMol25 structures with the same formula, charge and spin values, unit kJ/mol, following the record order: 161.0; 655.3.